Below is a 18-piece molecular cluster, C56H78F8N6O28S4 overall in a non-equilibrium geometry, with properties calculated with ωB97M-V/def2-TZVPD.

Each atom is followed by the atoms it is bonded to, with distances in Å.
Element x y z (Å)
1 N 5.66 -1.37 -0.51  C2 1.377, C5 1.318, H6 0.985
2 C 6.51 -1.85 0.47  N1 1.377, C3 1.351, H7 1.088
3 C 6.27 -3.15 0.71  C2 1.351, C4 1.428, H8 1.109
4 C 5.25 -3.51 -0.23  C3 1.428, C5 1.389, H9 1.103
5 C 4.93 -2.37 -0.97  N1 1.318, C4 1.389, H10 1.074
6 H 5.71 -0.51 -0.98  N1 0.985
7 H 7.16 -1.08 0.89  C2 1.088
8 H 6.68 -3.79 1.52  C3 1.109
9 H 4.73 -4.47 -0.37  C4 1.103
10 H 4.11 -2.30 -1.65  C5 1.074
11 N 1.48 -5.35 -3.40  C12 1.331, C15 1.381, H16 1.023
12 C 0.97 -4.90 -4.55  N11 1.331, C13 1.379, H17 1.053
13 C 1.74 -3.89 -5.07  C12 1.379, C14 1.474, H18 1.091
14 C 2.80 -3.65 -4.07  C13 1.474, C15 1.371, H19 1.094
15 C 2.55 -4.54 -3.06  N11 1.381, C14 1.371, H20 1.112
16 H 0.89 -5.86 -2.74  N11 1.023
17 H 0.07 -5.36 -4.87  C12 1.053
18 H 1.54 -3.37 -6.01  C13 1.091
19 H 3.62 -2.93 -4.05  C14 1.094
20 H 3.17 -4.67 -2.14  C15 1.112
21 N 5.38 2.01 -1.04  C22 1.362, C25 1.366, H26 1.026
22 C 6.22 2.77 -1.79  N21 1.362, C23 1.382, H27 1.070
23 C 7.42 2.84 -1.12  C22 1.382, C24 1.394, H28 1.129
24 C 7.29 2.13 0.08  C23 1.394, C25 1.401, H29 1.098
25 C 6.00 1.58 0.09  N21 1.366, C24 1.401, H30 1.099
26 H 4.40 1.84 -1.30  N21 1.026
27 H 5.96 3.22 -2.73  C22 1.070
28 H 8.34 3.31 -1.58  C23 1.129
29 H 8.05 1.89 0.84  C24 1.098
30 H 5.46 1.03 0.88  C25 1.099
31 N -0.59 9.10 2.96  C32 1.387, C35 1.356, H36 0.982
32 C 0.21 9.81 2.08  N31 1.387, C33 1.395, H37 1.123
33 C 1.55 9.53 2.35  C32 1.395, C34 1.401, H38 1.063
34 C 1.58 8.51 3.32  C33 1.401, C35 1.383, H39 1.083
35 C 0.25 8.26 3.61  N31 1.356, C34 1.383, H40 1.124
36 H -1.55 9.26 3.06  N31 0.982
37 H -0.27 10.49 1.32  C32 1.123
38 H 2.37 10.00 1.87  C33 1.063
39 H 2.36 7.86 3.67  C34 1.083
40 H -0.13 7.52 4.37  C35 1.124
41 N 1.00 -7.40 -0.88  C42 1.388, C45 1.394, H46 1.013
42 C 1.13 -8.27 -1.96  N41 1.388, C43 1.364, H47 1.088
43 C -0.04 -8.34 -2.66  C42 1.364, C44 1.418, H48 1.073
44 C -0.94 -7.49 -1.97  C43 1.418, C45 1.394, H49 1.097
45 C -0.30 -6.90 -0.88  N41 1.394, C44 1.394, H50 1.088
46 H 1.69 -7.18 -0.17  N41 1.013
47 H 2.09 -8.72 -2.18  C42 1.088
48 H -0.21 -8.93 -3.54  C43 1.073
49 H -2.00 -7.37 -2.23  C44 1.097
50 H -0.59 -6.13 -0.17  C45 1.088
51 N -2.94 0.06 -2.67  C52 1.383, C55 1.357, H56 1.027
52 C -3.71 0.98 -3.36  N51 1.383, C53 1.364, H57 1.053
53 C -4.83 0.37 -3.83  C52 1.364, C54 1.399, H58 1.085
54 C -4.80 -0.95 -3.36  C53 1.399, C55 1.373, H59 1.055
55 C -3.64 -1.10 -2.65  N51 1.357, C54 1.373, H60 1.072
56 H -2.17 0.32 -2.04  N51 1.027
57 H -3.23 1.90 -3.54  C52 1.053
58 H -5.62 0.88 -4.37  C53 1.085
59 H -5.47 -1.75 -3.55  C54 1.055
60 H -3.29 -1.97 -2.13  C55 1.072
61 C -3.25 -4.41 1.10  S62 1.778, H65 1.111, H66 1.122, H67 1.094
62 S -2.58 -5.49 2.35  C61 1.778, O63 1.478, C64 1.788
63 O -1.14 -5.55 2.03  S62 1.478
64 C -2.74 -4.49 3.82  S62 1.788, H68 1.061, H69 1.071, H70 1.072
65 H -3.45 -5.11 0.26  C61 1.111
66 H -2.46 -3.77 0.63  C61 1.122
67 H -4.15 -3.94 1.51  C61 1.094
68 H -3.75 -4.15 3.81  C64 1.061
69 H -1.99 -3.73 3.73  C64 1.071
70 H -2.54 -5.05 4.70  C64 1.072
71 C 6.10 1.57 -5.00  S72 1.857, H75 1.102, H76 1.085, H77 1.066
72 S 4.68 0.41 -4.70  C71 1.857, O73 1.517, C74 1.811
73 O 4.15 0.64 -3.30  S72 1.517
74 C 3.55 1.22 -5.86  S72 1.811, H78 1.096, H79 1.065, H80 1.122
75 H 5.87 2.56 -4.55  C71 1.102
76 H 6.26 1.68 -6.06  C71 1.085
77 H 6.95 1.22 -4.46  C71 1.066
78 H 3.41 2.25 -5.51  C74 1.096
79 H 2.59 0.77 -5.76  C74 1.065
80 H 3.93 1.20 -6.92  C74 1.122
81 C 1.13 -0.63 0.43  S82 1.850, H85 1.112, H86 1.060, H87 1.038
82 S -0.26 -1.12 -0.68  C81 1.850, O83 1.533, C84 1.725
83 O -0.72 0.29 -1.05  S82 1.533
84 C 0.60 -1.81 -2.00  S82 1.725, H88 1.097, H89 1.052, H90 1.067
85 H 1.68 -1.51 0.81  C81 1.112
86 H 0.60 -0.21 1.25  C81 1.060
87 H 1.82 -0.01 -0.05  C81 1.038
88 H 1.41 -2.45 -1.63  C84 1.097
89 H 1.10 -1.05 -2.54  C84 1.052
90 H -0.04 -2.29 -2.71  C84 1.067
91 C 1.71 -6.19 3.53  S92 1.893, H95 1.079, H96 1.091, H97 1.081
92 S 3.04 -5.56 2.36  C91 1.893, O93 1.525, C94 1.869
93 O 2.86 -6.49 1.17  S92 1.525
94 C 2.06 -4.03 1.90  S92 1.869, H98 1.114, H99 1.113, H100 1.043
95 H 0.76 -6.00 3.05  C91 1.079
96 H 1.77 -5.53 4.40  C91 1.091
97 H 1.92 -7.24 3.70  C91 1.081
98 H 1.25 -4.52 1.32  C94 1.114
99 H 2.71 -3.55 1.13  C94 1.113
100 H 1.79 -3.35 2.65  C94 1.043
101 C 2.39 4.25 1.43  C102 1.508, O106 1.447, H108 1.129, H109 1.072
102 C 1.07 4.99 1.41  C101 1.508, O103 1.397, F107 1.393, H110 1.091
103 O 0.78 5.17 2.76  C102 1.397, C104 1.380
104 C 1.67 4.44 3.52  O103 1.380, O105 1.211, O106 1.287
105 O 1.54 4.32 4.72  C104 1.211
106 O 2.63 3.95 2.82  C101 1.447, C104 1.287
107 F 0.14 4.16 0.78  C102 1.393
108 H 3.25 4.88 1.06  C101 1.129
109 H 2.37 3.31 0.91  C101 1.072
110 H 1.01 5.95 0.90  C102 1.091
111 C 2.48 1.13 4.93  C112 1.508, O116 1.424, H118 1.056, H119 1.165
112 C 2.42 -0.18 5.67  C111 1.508, O113 1.372, F117 1.371, H120 1.083
113 O 3.34 -0.95 5.01  C112 1.372, C114 1.358
114 C 3.61 -0.41 3.79  O113 1.358, O115 1.185, O116 1.306
115 O 4.32 -0.90 2.97  C114 1.185
116 O 2.95 0.70 3.65  C111 1.424, C114 1.306
117 F 1.22 -0.83 5.51  C112 1.371
118 H 3.08 1.85 5.41  C111 1.056
119 H 1.45 1.65 4.80  C111 1.165
120 H 2.58 -0.15 6.74  C112 1.083
121 C -1.22 -0.87 -6.73  C122 1.501, O126 1.393, H128 1.103, H129 1.108
122 C -1.68 -0.43 -5.37  C121 1.501, O123 1.385, F127 1.424, H130 1.051
123 O -1.67 0.95 -5.50  C122 1.385, C124 1.339
124 C -0.75 1.28 -6.41  O123 1.339, O125 1.169, O126 1.313
125 O -0.22 2.32 -6.45  C124 1.169
126 O -0.62 0.28 -7.25  C121 1.393, C124 1.313
127 F -0.70 -0.74 -4.39  C122 1.424
128 H -2.08 -1.13 -7.37  C121 1.103
129 H -0.48 -1.70 -6.67  C121 1.108
130 H -2.61 -0.79 -5.03  C122 1.051
131 C -5.87 0.00 0.29  C132 1.551, O136 1.380, H138 1.116, H139 1.101
132 C -7.12 -0.79 0.75  C131 1.551, O133 1.399, F137 1.385, H140 1.093
133 O -6.84 -1.07 2.09  C132 1.399, C134 1.358
134 C -5.49 -1.07 2.23  O133 1.358, O135 1.205, O136 1.297
135 O -4.97 -1.58 3.18  C134 1.205
136 O -4.95 -0.49 1.20  C131 1.380, C134 1.297
137 F -7.33 -1.96 0.03  C132 1.385
138 H -5.97 1.11 0.33  C131 1.116
139 H -5.60 -0.35 -0.72  C131 1.101
140 H -8.08 -0.26 0.66  C132 1.093
141 C 0.46 2.13 -3.24  C142 1.530, O146 1.464, H148 1.067, H149 1.116
142 C -0.22 3.49 -3.39  C141 1.530, O143 1.401, F147 1.421, H150 1.121
143 O 0.65 4.43 -2.83  C142 1.401, C144 1.368
144 C 1.65 3.74 -2.18  O143 1.368, O145 1.206, O146 1.287
145 O 2.51 4.34 -1.59  C144 1.206
146 O 1.49 2.46 -2.26  C141 1.464, C144 1.287
147 F -1.42 3.52 -2.62  C142 1.421
148 H 1.05 1.63 -3.98  C141 1.067
149 H -0.12 1.37 -2.66  C141 1.116
150 H -0.49 3.94 -4.38  C142 1.121
151 C -2.71 4.53 0.13  C152 1.525, O156 1.407, H158 1.114, H159 1.057
152 C -2.83 3.02 -0.01  C151 1.525, O153 1.406, F157 1.377, H160 1.071
153 O -3.84 2.91 -0.99  C152 1.406, C154 1.371
154 C -4.19 4.14 -1.46  O153 1.371, O155 1.218, O156 1.286
155 O -4.83 4.31 -2.49  C154 1.218
156 O -3.74 5.05 -0.68  C151 1.407, C154 1.286
157 F -3.29 2.61 1.23  C152 1.377
158 H -1.71 4.91 -0.20  C151 1.114
159 H -3.01 4.74 1.12  C151 1.057
160 H -1.91 2.51 -0.22  C152 1.071
161 C -7.51 1.63 6.14  C162 1.536, O166 1.422, H168 1.087, H169 1.066
162 C -8.76 2.21 5.46  C161 1.536, O163 1.389, F167 1.416, H170 1.043
163 O -8.46 2.12 4.10  C162 1.389, C164 1.359
164 C -7.12 2.00 3.95  O163 1.359, O165 1.200, O166 1.354
165 O -6.59 1.97 2.87  C164 1.200
166 O -6.51 1.77 5.14  C161 1.422, C164 1.354
167 F -8.79 3.55 5.89  C162 1.416
168 H -7.67 0.58 6.35  C161 1.087
169 H -7.15 2.08 7.04  C161 1.066
170 H -9.68 1.77 5.65  C162 1.043
171 C -2.33 0.89 3.95  C172 1.533, O176 1.451, H178 1.111, H179 1.072
172 C -2.33 -0.12 5.10  C171 1.533, O173 1.384, F177 1.333, H180 1.120
173 O -1.67 -1.21 4.55  C172 1.384, C174 1.336
174 C -1.23 -0.98 3.30  O173 1.336, O175 1.182, O176 1.354
175 O -0.71 -1.74 2.56  C174 1.182
176 O -1.47 0.30 2.94  C171 1.451, C174 1.354
177 F -3.54 -0.47 5.52  C172 1.333
178 H -1.83 1.77 4.41  C171 1.111
179 H -3.31 1.14 3.61  C171 1.072
180 H -1.77 0.34 5.96  C172 1.120

Summary:
highest occupied orbital energy = -7.73 eV
energy = -190684.709 eV
gap between HOMO and LUMO = 0.293 Eh
charge = 0